# 1
The following is a DFT calculation (ωB97M-V with the def2-TZVPD basis set) of C8H12Cl2N2O in the gas phase at a distorted geometry.

Geometry as XYZ:
```
25
Properties=species:S:1:pos:R:3:forces:R:3
C 1.944873 -0.315202 0.848806 -0.71 -0.74 0.28
C 1.003500 -1.267995 0.752761 1.22 0.85 -0.13
C 0.182279 -1.880275 1.879578 -1.94 2.28 -2.26
N 0.730318 -1.779354 -0.602804 -0.33 1.38 1.66
Cl 1.678281 -3.149660 -0.912925 -0.34 -0.30 -0.35
C -0.603384 -1.738416 -1.086224 2.80 -1.29 -0.93
O -0.982444 -2.495452 -1.913905 -0.58 -1.79 -1.09
N -1.341426 -0.718402 -0.635482 -2.30 -1.08 0.42
Cl -2.914982 -0.730045 -1.336894 -0.50 0.07 0.16
C -0.880849 0.522582 -0.436016 1.29 5.27 0.23
C -1.354504 1.323212 0.823783 -0.70 0.51 -2.74
C -0.130643 1.172705 -1.373609 -0.59 -0.83 0.29
C 0.484801 2.522814 -1.222394 0.16 0.66 -2.22
H 2.375647 0.119765 1.718267 -0.44 -0.23 1.39
H 2.423007 0.191889 0.057262 0.12 -0.19 -1.61
H -0.565026 -2.437360 1.302008 -0.14 -0.25 0.76
H -0.376327 -1.070710 2.431564 0.71 -0.90 -0.37
H 0.688071 -2.514228 2.513579 1.25 -1.28 1.42
H -2.332479 1.046744 1.256343 0.59 -0.14 -0.40
H -1.382349 2.387291 0.480941 -0.35 -0.76 0.49
H -0.583183 1.287647 1.515778 1.31 -0.24 1.79
H 0.067212 0.753063 -2.368573 -0.18 -0.51 0.62
H 1.290843 2.723910 -2.016731 -0.95 -0.54 1.39
H -0.248114 3.313652 -1.425634 -0.18 -0.10 -0.03
H 0.826875 2.731823 -0.249480 0.78 0.11 1.21
```
Positions in Å, forces in eV/Å.

**Maximum force**: 5.4 eV/A
**HOMO-LUMO gap**: 9.1 eV
**Charge**: 0
**Structure (SMILES)**: C=C(C)N(Cl)C(=O)N(Cl)/C(C)=C/C
**Electronic energy**: -1417.02471 a.u.
**Energy relative to the best compared isomer or geometry (same formula, charge and spin)**: 138.9 kJ/mol

# 2
The following is a DFT calculation (ωB97M-V with the def2-TZVPD basis set) of 6 unconnected molecules or ions with the total composition C15H45N9O6 at a distorted geometry.

Geometry as XYZ:
```
75
Properties=species:S:1:pos:R:3:forces:R:3
C 5.183591 2.335893 1.866925 1.26 1.21 0.59
O 4.912225 1.406832 2.863952 0.66 0.42 1.29
C 4.339553 0.175118 2.519459 0.03 1.21 -0.73
C 3.524326 -0.257447 3.672921 -0.76 -1.32 -0.25
C 3.008075 -1.668304 3.384403 -0.13 -1.10 0.60
N 2.479558 0.726295 3.993586 0.21 -0.27 0.04
H 4.302258 2.538333 1.273832 -0.17 0.11 -0.45
H 6.057741 2.046377 1.282148 -0.19 -0.33 -0.56
H 5.561637 3.292406 2.355649 -0.88 -1.07 -0.33
H 3.674768 0.379680 1.695750 -0.45 -0.31 -0.78
H 5.075790 -0.558022 2.237033 0.53 -0.37 -0.19
H 4.177805 -0.357160 4.506199 0.52 0.23 1.01
H 3.814708 -2.473292 3.264982 -0.90 1.31 0.55
H 2.474497 -1.723523 2.446416 -0.35 0.26 -0.38
H 2.282920 -1.981866 4.176355 0.70 0.08 -0.54
H 1.835317 0.825567 3.214419 0.08 -0.25 -0.17
H 2.985251 1.603979 3.964777 -0.04 0.31 0.32
C -1.080920 -3.721579 -5.975951 -0.29 0.82 -0.29
O -0.277723 -2.712377 -5.366205 -0.07 -0.57 0.41
C -0.994277 -1.550896 -5.005617 -1.55 -1.00 -0.09
C -0.438264 -0.843532 -3.785642 -2.15 -0.57 -0.71
C -1.175608 0.455840 -3.651065 0.32 1.04 0.36
N 0.945536 -0.741025 -3.811309 2.66 0.47 -0.07
H -2.080743 -3.755853 -5.509451 0.54 -0.56 0.36
H -0.488080 -4.626228 -5.977109 -0.26 -0.34 0.39
H -1.334820 -3.528920 -7.026305 0.39 0.44 -0.12
H -1.091150 -0.991165 -5.913254 0.05 1.19 -0.45
H -2.030216 -1.803373 -4.695355 0.22 -0.19 -0.36
H -0.701582 -1.526087 -2.993427 -0.08 -0.22 0.77
H -1.099351 0.992646 -2.673431 0.36 -0.65 -0.79
H -2.239787 0.350867 -3.810757 -0.19 -0.08 -0.19
H -0.755260 1.091062 -4.445811 -0.35 0.27 0.23
H 1.261617 -1.683112 -3.945004 0.65 -0.58 0.24
H 1.290142 -0.296993 -4.662555 -0.27 0.35 0.11
C -4.302053 0.447752 0.260431 0.09 1.22 0.72
O -4.936497 1.695512 -0.163654 0.28 -1.88 0.37
C -3.975966 2.675608 -0.258043 1.91 -0.31 1.19
C -2.923911 2.531734 -1.366589 -0.19 -0.87 0.06
C -2.008175 3.697085 -1.258637 1.11 0.49 0.28
N -3.475928 2.305616 -2.694149 -0.34 0.06 -0.08
H -5.116505 -0.182984 0.591342 0.02 -0.21 0.15
H -3.535202 0.629221 1.111788 -1.28 -0.23 -1.30
H -3.798122 -0.005469 -0.585301 0.21 -0.17 -0.10
H -4.457556 3.609900 -0.281309 -0.86 1.35 -0.68
H -3.430401 2.729461 0.725119 -0.02 -0.16 -0.64
H -2.290738 1.660796 -1.236488 -0.01 -0.44 0.96
H -1.600254 3.802078 -0.231571 -0.03 -0.28 -0.64
H -2.561878 4.581486 -1.442532 -0.60 1.19 -0.27
H -1.182209 3.687978 -1.986037 -0.16 -0.22 0.28
H -3.232517 3.011114 -3.355722 0.08 0.55 -0.32
H -4.470934 2.171633 -2.707424 -0.33 0.02 0.17
N -0.655790 -0.386111 4.331087 0.65 0.35 1.19
C -0.469315 0.011292 3.057183 -1.93 2.00 1.64
N -0.474993 1.395846 2.941853 0.83 -0.63 -1.89
O -0.535225 -0.759551 2.108746 0.45 -0.10 -0.65
H -0.721214 -1.363992 4.530071 0.17 -0.53 -0.11
H -0.111109 0.159535 4.997038 -0.32 -0.35 -0.06
H -0.042973 1.646671 2.041555 -0.23 0.59 0.34
H -0.563309 2.125760 3.655107 0.22 -1.20 -0.23
N -0.697365 -3.714174 4.029422 -0.03 -0.18 1.99
C 0.377306 -4.078395 3.282883 3.66 -2.29 -2.34
N 0.369607 -3.450210 2.059763 -0.69 0.97 0.42
O 1.277499 -4.901892 3.544029 -2.03 1.22 0.65
H -1.493388 -3.638430 3.478431 -1.55 0.77 -1.51
H -0.965949 -4.402695 4.699163 0.55 -0.42 0.95
H 0.022006 -2.479518 2.197701 0.40 -0.61 -1.18
H 1.104742 -3.668249 1.383030 -0.32 0.32 0.90
N 1.489932 1.539767 -1.687650 0.41 0.92 -0.60
C 1.090426 1.125959 -0.435382 -0.07 1.90 -3.18
N 0.488017 -0.021288 -0.376201 -1.73 -4.53 0.95
O 1.162427 1.890247 0.491615 0.46 1.39 2.69
H 1.480270 2.554006 -1.867135 0.15 -1.04 0.51
H 1.263658 0.964002 -2.483320 0.11 -0.24 -0.02
H 0.317826 -0.689727 -1.161817 0.60 1.37 1.00
H 0.186201 -0.327539 0.591060 0.23 0.29 -1.46
```
Positions in Å, forces in eV/Å.

**Maximum force**: 4.9 eV/A
**HOMO-LUMO gap**: 9.7 eV
**Charge**: 0
**Structure (SMILES)**: COC[C@H](C)N.COC[C@H](C)N.COC[C@H](C)N.NC(N)=O.NC(N)=O.NC(N)=O
**Electronic energy**: -1542.78788 a.u.
**Energy relative to the best compared isomer or geometry (same formula, charge and spin)**: 98.0 kJ/mol

# 3
The following is a DFT calculation (ωB97M-V with the def2-TZVPD basis set) of 9 unconnected molecules or ions with the total composition C33H36Cl6N6 at a distorted geometry.

Geometry as XYZ:
```
81
Properties=species:S:1:pos:R:3:forces:R:3
N -2.760504 -2.030959 0.697016 1.25 0.51 -1.17
C -1.620927 -2.709226 0.239271 0.65 1.39 0.44
C -0.411300 -2.119888 -0.151114 -1.23 0.41 0.37
C -0.263295 -0.675665 -0.134909 -0.02 -0.61 -0.45
C -1.397618 0.049069 0.201959 -2.91 -1.48 1.41
C -2.626801 -0.641017 0.560800 2.51 0.06 0.04
H -1.669989 -3.783480 0.339088 -0.03 -0.28 -0.13
H 0.481933 -2.678011 -0.389919 -0.13 -0.53 -0.04
H 0.607567 -0.188449 -0.547971 0.23 -0.03 0.12
H -1.361077 1.092361 0.478724 -0.04 0.42 -0.49
H -3.432292 -0.079764 1.010892 -0.23 0.30 -0.07
N 5.068214 0.388414 -0.391579 -1.70 1.60 0.21
C 5.938243 1.440698 -0.307317 -0.47 -3.11 0.50
C 5.713973 2.598750 0.330750 -1.79 2.37 0.86
C 4.434060 2.880623 0.821543 -1.61 -2.10 -1.01
C 3.384378 1.889545 0.594745 2.59 0.35 0.32
C 3.741305 0.635144 0.025194 2.67 2.09 -0.66
H 6.986693 1.333006 -0.543018 0.03 -0.91 -0.76
H 6.519886 3.317334 0.353771 -0.02 0.20 0.26
H 4.146489 3.816896 1.276626 0.20 0.08 0.11
H 2.391151 2.112703 0.955442 -0.08 -0.22 -0.19
H 2.971098 -0.067997 -0.255465 0.21 -0.45 0.31
N 1.906808 0.465564 4.499701 -1.20 -0.48 0.31
C 0.780773 1.203613 4.650048 0.84 -0.36 -1.23
C -0.456027 0.914724 4.067481 0.81 0.70 1.13
C -0.592235 -0.268928 3.417866 0.80 -1.89 -0.83
C 0.567850 -1.056106 3.168868 -0.09 0.91 1.09
C 1.779721 -0.694340 3.796468 -1.37 1.17 -0.43
H 0.837476 2.149270 5.168618 0.49 0.08 0.27
H -1.209368 1.676840 4.201909 -0.50 -0.33 0.01
H -1.527508 -0.715977 3.114874 -0.20 0.48 -0.45
H 0.444502 -1.902386 2.509311 0.23 -0.26 0.18
H 2.665336 -1.307082 3.715047 0.13 0.02 -0.12
N 2.502659 -0.297260 -3.330688 2.70 -0.18 -0.61
C 3.869091 -0.048748 -3.594951 -3.31 -1.55 0.23
C 4.372880 1.193060 -3.727991 -0.83 2.30 -0.22
C 3.492872 2.285584 -3.503944 -1.31 -0.81 0.86
C 2.142944 2.032347 -3.103925 2.18 1.01 -0.70
C 1.707727 0.732634 -3.126544 0.28 -0.86 0.29
H 4.462552 -0.928315 -3.796369 -0.02 -0.15 0.22
H 5.377463 1.390899 -4.071578 0.15 -0.14 0.17
H 3.849778 3.301082 -3.592088 0.05 0.08 0.06
H 1.433390 2.777384 -2.775517 0.21 0.44 -0.28
H 0.670736 0.504468 -2.929108 -0.20 -0.11 0.11
N -4.323649 6.675580 0.810957 -0.59 1.32 -2.92
C -3.737265 6.351299 -0.358335 1.02 -1.22 2.07
C -3.160134 5.062341 -0.518342 -1.42 1.68 -1.13
C -3.454593 4.097856 0.411771 1.16 0.52 1.35
C -4.072476 4.490820 1.627631 0.90 -2.84 -2.21
C -4.580256 5.736113 1.678742 -0.21 0.75 1.98
H -3.576256 7.126846 -1.092499 -0.04 0.17 0.03
H -2.615290 4.932333 -1.441731 0.10 -0.62 0.01
H -2.996613 3.122614 0.337297 -0.17 -0.24 -0.09
H -4.089394 3.681681 2.342747 -0.68 0.44 0.53
H -5.159588 6.069242 2.527157 0.00 -0.02 0.37
N -0.710940 -6.434891 -1.768044 -0.60 -0.97 0.67
C 0.190661 -7.315203 -2.298331 -1.64 1.14 0.88
C 0.247132 -8.627133 -1.927762 -0.75 -1.72 2.10
C -0.553029 -9.052976 -0.835746 -1.13 1.35 -0.62
C -1.512747 -8.155686 -0.299465 0.46 -0.58 -0.70
C -1.627511 -6.875284 -0.806702 2.96 0.10 -1.94
H 0.891429 -7.015574 -3.063541 -0.19 0.77 -0.12
H 0.904445 -9.334132 -2.411987 0.17 0.07 -0.04
H -0.633232 -10.055433 -0.441982 0.59 -0.23 -0.25
H -2.235125 -8.493936 0.428646 0.12 -0.09 0.24
H -2.358422 -6.169570 -0.440456 0.04 0.19 -0.18
C 0.480278 -3.704611 -3.152876 1.07 0.73 0.18
Cl 2.172230 -3.769007 -3.836093 -0.44 -0.19 0.53
Cl -0.622997 -4.093450 -4.442668 -0.53 -0.20 -0.03
H 0.392494 -4.361991 -2.287857 -0.06 -0.26 -0.50
H 0.329601 -2.680513 -2.811386 -0.04 -0.10 -0.27
C -6.572729 0.696078 1.566963 0.79 -1.24 -0.25
Cl -6.932789 -1.003808 1.961333 -0.60 -0.10 -0.50
Cl -5.690789 1.252848 3.010087 -0.35 0.93 -0.44
H -5.889925 0.649461 0.718607 0.19 0.16 0.28
H -7.466151 1.217501 1.223425 0.04 0.22 0.91
C 0.563504 5.310253 1.217494 -0.29 -0.46 0.67
Cl 1.663565 5.751370 -0.089611 0.00 0.12 0.21
Cl 0.140448 3.577993 1.145307 -0.25 0.33 -0.13
H 1.004214 5.416924 2.208693 0.39 0.27 -0.40
H -0.328711 5.935630 1.186540 0.02 -0.28 -0.35
```
Positions in Å, forces in eV/Å.

**Maximum force**: 3.7 eV/A
**HOMO-LUMO gap (spin up / spin down)**: 2.8 / 7.1 eV
**Charge**: -1
**Multiplicity**: 2
**Electronic energy**: -4368.61867 a.u.

What is the electronic energy in the third record? -4368.61867 a.u.

Among the records above, which one has the lowest electronic energy? C33H36Cl6N6

Which formula does entry 3 have? C33H36Cl6N6